This record from the Open Molecules 2025 dataset describes C32H48F3IO25V as an isolated structure in a non-equilibrium geometry. The level of theory is wB97M-V/def2-TZVPD.

## Properties
* lowest unoccupied orbital energy: 1.49 eV
* charge: -1
* HOMO energy: -0.270 hartree
* spin multiplicity: 1

Positions of all 110 atoms, in Å:
O  -0.9696  -2.9379  -0.5080
V  -0.9971  -1.9348  0.7719
O  -2.4111  -1.2629  1.0371
I  0.6303  0.3620  -0.0705
C  -1.4924  -3.8013  3.0656
O  -2.3276  -3.8047  1.9102
O  -0.4563  -2.9060  2.7156
C  -2.3970  -3.5967  4.3016
F  -3.0405  -4.6836  4.4652
F  -1.6461  -3.4781  5.3967
F  -3.3650  -2.6181  4.3712
C  -3.1800  -4.8731  1.6895
C  -3.9159  -4.5785  0.4182
H  -4.3820  -3.6186  0.1955
H  -3.1828  -4.5905  -0.3883
H  -4.5764  -5.4278  0.2437
H  -4.0077  -4.8453  2.3982
H  -2.5813  -5.7838  1.6693
H  -0.9491  -4.7431  3.1437
C  -2.0252  2.3917  -4.3529
C  -1.9141  2.1823  -2.8637
C  -1.4884  3.3455  -2.0111
O  -2.4022  3.3504  -0.9299
C  -3.4722  2.4678  -1.2203
O  -4.5185  2.4206  -0.5590
O  -3.2523  1.9463  -2.4010
H  -2.9158  2.9460  -4.6490
H  -2.0626  1.3505  -4.6734
H  -1.1284  2.9188  -4.6785
H  -1.3539  1.2620  -2.6984
H  -1.3976  4.3373  -2.4542
H  -0.4918  3.1705  -1.6060
C  2.4050  4.3671  -0.5366
C  1.1498  5.0339  -0.0504
C  1.4913  6.0236  1.0397
O  1.1200  7.2915  0.5324
C  0.4430  7.0980  -0.5784
O  -0.1240  7.9966  -1.1788
O  0.4873  5.8466  -1.0002
H  2.5991  3.5759  0.1875
H  3.2312  5.0314  -0.7901
H  2.2956  3.8252  -1.4760
H  0.3588  4.3195  0.1780
H  2.5627  5.8984  1.1964
H  0.9701  5.8496  1.9810
C  6.7878  -0.9177  -1.4974
C  5.7248  -0.2088  -2.3687
C  4.8522  0.7823  -1.4471
O  5.3490  2.0579  -1.8492
C  5.9638  1.9204  -3.1695
O  6.3367  2.7776  -3.9807
O  6.4058  0.7015  -3.2069
H  7.0814  -0.2456  -0.6911
H  7.7239  -1.0773  -2.0326
H  6.5015  -1.7911  -0.9115
H  5.2408  -0.9847  -2.9618
H  5.0415  0.6265  -0.3850
H  3.8091  1.0444  -1.6236
C  3.0661  -1.1140  3.2658
C  4.2277  -0.0154  3.2960
C  3.9038  1.2803  4.2406
O  4.4167  0.7522  5.4489
C  5.3604  -0.2286  5.2830
O  6.2340  -0.4665  6.1070
O  5.2939  -0.7204  4.0173
H  2.1900  -0.7520  2.7277
H  2.8779  -1.4233  4.2939
H  3.3248  -1.9941  2.6771
H  4.4870  0.3482  2.3016
H  2.8232  1.4048  4.3110
H  4.2868  2.2060  3.8112
C  -6.2041  -0.3392  -1.2222
C  -5.7807  -1.4199  -2.2626
C  -5.5327  -0.9193  -3.6950
O  -4.3299  -1.4818  -4.1259
C  -3.5506  -1.7183  -2.9848
O  -2.3970  -2.1279  -2.9423
O  -4.3749  -1.7012  -1.9259
H  -7.1309  0.1727  -1.4813
H  -5.4588  0.3380  -0.8052
H  -6.5517  -0.7975  -0.2963
H  -6.4138  -2.3017  -2.1637
H  -5.6314  0.1662  -3.6907
H  -6.2524  -1.3356  -4.4000
C  0.2556  -4.7556  -3.9210
C  0.7763  -3.3481  -4.0556
C  1.3509  -2.6952  -2.7603
O  2.4134  -1.9239  -3.2150
C  2.8309  -2.3921  -4.3470
O  3.7728  -1.8235  -4.9828
O  2.0195  -3.4892  -4.7510
H  0.1044  -5.1471  -4.9270
H  -0.7202  -4.7708  -3.4356
H  0.9796  -5.3496  -3.3633
H  0.1453  -2.6965  -4.6601
H  1.7091  -3.4122  -2.0217
H  0.6089  -2.0754  -2.2569
C  -2.9336  1.8513  3.3388
C  -1.9793  0.7612  3.8879
C  -0.5112  1.3337  3.7983
O  0.0056  0.9179  5.0711
C  -0.9565  0.6118  5.8673
O  -0.7566  0.4165  7.0106
O  -2.1284  0.6577  5.2214
H  -2.7396  2.8192  3.8011
H  -3.9163  1.5273  3.6815
H  -2.8221  1.9897  2.2634
H  -1.9523  -0.1366  3.2705
H  -0.5947  2.4174  3.7154
H  0.0175  1.0910  2.8765

Atomic forces in eV per Å
-0.200 1.700 1.778
-0.010 -1.673 0.999
0.937 -0.233 -0.962
-0.508 -0.851 0.401
1.686 1.959 -2.733
0.765 0.748 0.816
-1.843 0.914 -0.744
1.066 2.269 0.543
-2.090 -3.457 0.267
0.738 0.780 0.537
1.331 -0.124 -0.856
-1.546 1.071 -0.046
1.021 -1.058 -2.172
-0.281 0.060 1.177
0.156 -0.266 -0.303
-0.378 0.196 -0.176
0.444 -0.707 0.802
-0.463 -0.409 -0.013
-0.633 -0.666 0.677
0.454 -0.446 0.442
-0.659 0.359 -0.560
1.282 0.076 0.757
-1.685 -1.148 0.450
-1.659 2.678 1.986
3.442 -0.241 -1.758
-0.741 -1.361 -0.069
0.077 -0.024 0.148
-0.037 0.342 -1.074
0.006 -0.261 -0.384
0.223 0.200 0.441
-0.677 -0.032 -0.407
0.070 -0.251 0.101
-0.315 -0.907 -1.179
-0.484 -0.505 -0.254
0.298 -0.747 1.226
0.680 -0.155 1.017
-1.626 2.899 -2.546
0.837 -1.496 0.959
-0.028 0.032 -0.985
0.681 0.235 0.176
0.075 0.186 0.779
-0.587 -0.133 -0.085
0.453 -0.384 0.631
0.021 0.821 0.284
-0.031 0.033 -0.016
0.434 1.049 0.703
-0.130 -0.655 2.209
0.063 0.361 -1.333
1.509 1.525 -2.695
1.787 3.012 0.827
-2.198 -2.040 2.989
0.073 -1.732 -1.457
0.097 0.445 -0.004
-0.282 -0.383 -0.310
-0.465 -0.297 -0.713
-0.581 0.611 -0.174
0.076 -0.017 -0.115
-0.512 -1.894 0.026
0.850 1.422 -0.575
-2.118 -0.665 0.999
-0.456 -3.509 -1.701
0.605 0.696 1.028
2.012 1.106 0.379
-2.509 -0.070 -1.850
0.003 1.264 0.134
-0.254 0.321 0.493
-0.345 0.124 -0.130
0.612 0.028 0.164
0.613 -0.537 0.091
0.009 -0.171 0.298
0.870 -0.038 0.675
-1.024 -0.924 0.543
1.761 1.938 0.906
-2.413 -0.529 -0.191
2.318 0.555 1.069
0.627 -2.375 -0.114
-2.703 1.765 -0.749
0.044 -0.375 0.438
0.234 0.398 -0.662
0.274 0.127 -1.075
0.147 -0.780 0.035
0.400 -0.206 -0.150
0.749 0.144 -0.295
-0.376 0.292 0.118
-0.658 0.382 0.003
1.178 -0.447 1.261
-2.818 -0.628 0.566
0.411 0.930 0.715
2.744 1.064 -4.180
-3.585 -3.098 2.160
2.587 2.211 -0.609
0.175 -0.207 0.041
0.083 0.039 0.215
-0.133 -0.097 -0.098
-0.235 0.127 0.358
-0.005 -0.309 -0.198
0.174 0.130 -0.072
0.109 -1.060 0.650
2.153 2.941 -3.842
-1.551 0.281 -0.338
2.943 0.894 -3.144
-0.725 0.165 0.618
-0.711 -0.606 1.715
-1.581 -1.335 2.822
0.182 -0.085 0.233
-0.352 0.245 -0.674
-0.361 -0.342 -0.023
-0.820 -0.528 0.607
0.244 0.301 0.729
0.489 -0.977 0.580



This record from the Open Molecules 2025 dataset describes a 2-piece molecular cluster, C6H15N4O overall in a non-equilibrium geometry. The level of theory is wB97M-V/def2-TZVPD.

## Properties
* lowest unoccupied orbital energy: -3.80 eV
* energy above the lowest of the compared OMol25 structures with the same formula, charge and spin: 57.61 kcal per mole
* charge: +1
* HOMO energy: -0.456 hartree
* spin multiplicity: 1

Positions of all 26 atoms, in Å:
C  2.7691  -0.2240  0.4398
C  1.9430  0.8261  -0.4558
C  0.5784  0.5301  -0.2266
C  2.3442  2.3803  -0.2005
C  -0.0940  -2.3730  -1.4616
C  -0.2862  -1.9340  0.0009
N  1.8526  -1.1872  0.7562
N  0.5168  -0.8921  0.6241
N  -0.5156  1.1741  -0.4078
N  -2.4143  0.7393  1.3050
O  3.9416  -0.2718  0.6748
H  2.2667  0.7089  -1.5146
H  1.8551  2.8933  0.7122
H  2.0584  2.8663  -1.1140
H  3.5049  2.5720  -0.0993
H  0.8734  -2.8691  -1.5545
H  -0.7696  -3.0827  -1.6883
H  -0.2159  -1.6449  -2.1972
H  -1.3876  -1.4977  0.1052
H  -0.1650  -2.7930  0.6658
H  2.1718  -2.0823  1.3292
H  -1.5360  0.9500  0.2254
H  -0.2770  2.1740  -0.8426
H  -1.7511  1.4206  1.6977
H  -2.3969  -0.2542  1.5783
H  -3.4393  1.0642  1.1094

Atomic forces in eV per Å
-1.058 -0.388 -1.071
3.669 2.130 0.649
-2.171 -4.172 2.573
1.159 -0.184 1.358
2.990 0.845 2.393
-2.890 0.777 -0.423
2.687 -2.829 1.476
-0.912 4.387 -2.243
1.612 2.630 -1.048
-1.810 0.590 -1.849
-0.172 0.603 -0.105
-0.379 -0.526 0.600
0.600 -1.126 -1.461
-0.237 0.673 -0.255
-2.345 -0.947 -0.168
0.151 0.243 -0.225
-2.552 -2.587 -0.494
0.040 1.656 -0.985
2.126 -1.272 -0.090
-0.368 0.003 -0.084
-1.124 2.799 -1.472
0.190 -0.512 -0.561
-1.091 -2.687 1.068
-1.238 -0.720 1.163
0.317 1.120 0.386
2.807 -0.506 0.869



Among the records above, which one has the highest HOMO energy? C32H48F3IO25V



What is the HOMO energy in the first record? -0.270 hartree



Among the records above, which one has the highest charge? C6H15N4O